(1)
ORCA calculation (ωB97M-V with the def2-TZVPD basis set) on one molecule with the formula C5H11NO at a distorted geometry.

Element x y z (Å)
C (0.0147, 1.4266, -1.3954)
C (0.1577, 0.0634, -0.6944)
C (1.5913, -0.1604, -0.2892)
N (-0.5944, -0.1445, 0.5691)
C (-0.0180, -1.1631, 1.6395)
C (-1.9712, -0.0381, 0.3838)
O (-2.5072, 0.1700, -0.6923)
H (0.3067, 2.2593, -0.7452)
H (0.7030, 1.4245, -2.2537)
H (-0.9895, 1.6059, -1.7801)
H (-0.1978, -0.6937, -1.4072)
H (1.5596, -0.9807, 0.4005)
H (2.2520, -0.4472, -1.0971)
H (1.9596, 0.6995, 0.2828)
H (0.9998, -1.6266, 1.6204)
H (0.0100, -0.6548, 2.5974)
H (-0.6367, -2.0528, 1.6189)
H (-2.5901, -0.0973, 1.2955)

Atomic forces in eV per Å
C -0.12 -0.05 0.13
C 0.38 -0.19 -0.08
C 0.38 -0.07 -0.16
N 0.29 -0.75 0.19
C -1.13 0.56 -0.12
C 0.19 -0.27 0.17
O 0.48 -0.02 0.68
H -0.05 -0.18 0.03
H -0.13 -0.04 0.25
H 0.12 -0.06 0.15
H 0.25 -0.01 0.03
H 0.93 -0.02 -0.61
H 0.14 0.37 -0.29
H 0.13 -0.03 -0.32
H -1.01 0.93 -0.69
H -0.60 -0.05 0.18
H -0.54 0.12 0.38
H 0.30 -0.25 0.10

Summary:
energy relative to the best compared isomer or geometry (same formula, charge and spin): 1.965 eV
structure (SMILES): CC(C)N(C)C=O
E: -8899.73233 eV
largest force on an atom: 1.54 eV Å⁻¹
E_HOMO: -9.46 eV

(2)
ORCA calculation (ωB97M-V with the def2-TZVPD basis set) on a 3-piece molecular cluster, C5H11NO overall at a distorted geometry.

Element x y z (Å)
C (1.9214, -0.5422, -1.7622)
C (0.6758, -0.7943, -1.2238)
C (0.4111, -0.0195, 0.1218)
C (-0.4172, 1.3097, 0.4019)
C (-1.4265, 1.0463, 1.4604)
N (-2.6733, 1.5917, 1.2784)
O (-1.0460, 0.3037, 2.4990)
H (-2.3557, -0.0084, -0.8816)
H (2.5302, 0.3992, -1.6620)
H (2.3979, -1.2534, -2.4313)
H (2.1180, -3.2756, -0.2439)
H (2.3603, -2.5690, -0.2324)
H (0.0004, -0.7767, 0.7808)
H (1.4946, 0.1394, 0.4531)
H (0.3360, 2.0803, 0.8088)
H (-0.8454, 1.6581, -0.5320)
H (-2.1472, -0.7205, -0.8532)
H (-3.3344, 1.4311, 2.0182)

Atomic forces in eV per Å
C -2.32 -1.87 -0.66
C 4.29 5.51 1.03
C 1.33 -0.80 -0.07
C 1.20 -0.15 -0.90
C -2.42 -1.28 3.54
N 3.15 -0.47 -1.09
O -0.99 1.97 -3.24
H -0.09 -0.14 -0.03
H -1.28 -0.59 0.05
H 0.03 -0.16 0.07
H 0.08 0.10 0.05
H -0.04 -0.28 0.06
H -0.23 -0.14 1.13
H -1.69 -0.47 -0.06
H -0.94 -1.19 -0.78
H -0.20 0.40 0.16
H -0.10 0.00 -0.09
H 0.21 -0.45 0.83

Summary:
energy relative to the best compared isomer or geometry (same formula, charge and spin): 11.065 eV
E: -8890.63206 eV
largest force on an atom: 7.06 eV Å⁻¹
E_HOMO: -7.97 eV

(3)
ORCA calculation (ωB97M-V with the def2-TZVPD basis set) on a 2-piece molecular cluster, C5H11NO overall at a distorted geometry.

Element x y z (Å)
C (-0.4620, -0.0648, 0.2691)
C (-0.7796, 1.0915, 0.8495)
N (-0.3802, 2.3460, 0.4481)
C (-0.5719, -1.4532, 0.8035)
C (-0.5380, -2.5319, -0.2560)
C (-0.1334, -3.7582, 0.0338)
H (0.2882, 0.0818, -0.5085)
H (-1.4541, 1.1182, 1.7085)
H (-0.1638, 3.0740, 1.1060)
H (0.1132, 2.4686, -0.4242)
H (0.2756, -1.6599, 1.4629)
H (-1.4883, -1.6142, 1.3829)
H (-0.6504, -2.2920, -1.3121)
H (-0.1776, -4.5379, -0.7116)
H (0.2595, -4.0504, 0.9956)
H (2.5283, 3.8871, -1.5182)
H (2.3757, 2.7492, -2.5164)
O (2.0967, 3.0368, -1.6408)

Atomic forces in eV per Å
C 1.15 0.78 -0.20
C -0.56 -0.30 0.85
N -0.10 0.71 -0.83
C -0.59 -0.24 -0.37
C 0.88 0.02 0.13
C -0.10 -0.37 -0.38
H -0.08 -0.36 -0.26
H 0.23 -0.10 0.03
H -0.28 -0.29 0.24
H 0.19 -0.32 0.14
H -0.08 0.08 0.18
H 0.09 0.25 0.08
H -0.69 0.17 0.22
H 0.24 -0.06 -0.16
H -0.26 0.03 0.33
H 0.00 0.03 0.04
H -0.05 -0.03 0.04
O -0.01 0.00 -0.08

Summary:
energy relative to the best compared isomer or geometry (same formula, charge and spin): 2.329 eV
structure (SMILES): C=CC/C=C/N.O
E: -8899.36821 eV
largest force on an atom: 1.41 eV Å⁻¹
E_HOMO: -7.59 eV

(4)
ORCA calculation (ωB97M-V with the def2-TZVPD basis set) on a 2-piece molecular cluster, C5H11NO overall at a distorted geometry.

Element x y z (Å)
N (2.4224, 1.3385, -0.0239)
C (1.5499, 0.1629, -0.2300)
C (-2.3688, 0.7616, 0.0319)
C (-2.0227, -0.2962, -0.7312)
C (-0.6593, -0.5064, -1.2429)
C (0.3450, 0.4234, -1.0252)
H (3.3926, 1.2148, -0.2411)
H (2.0616, 2.1667, -0.4739)
H (1.2561, -0.3734, 0.6667)
H (2.2948, -0.4301, -0.8089)
H (-3.1977, 0.5787, 0.7258)
H (-1.9284, 1.7401, 0.1520)
H (-2.7429, -1.0850, -0.9173)
H (-0.4633, -1.4431, -1.7551)
H (0.0936, 1.4336, -1.3477)
H (-0.1388, -1.1802, 2.4116)
H (-0.1989, -2.5177, 2.0903)
O (0.3048, -1.9880, 2.7188)

Atomic forces in eV per Å
N -1.22 0.64 0.92
C 3.20 -0.01 -2.19
C -1.43 -1.13 0.68
C 0.67 1.48 -0.84
C 0.52 1.06 -0.47
C -1.89 -0.80 -0.85
H 0.03 -0.23 -0.20
H 0.09 0.02 0.07
H 0.26 0.22 0.33
H -0.98 -1.01 0.37
H -0.33 0.48 -0.75
H 0.83 -0.36 0.04
H 0.15 -0.18 0.46
H 0.36 -0.65 1.20
H -0.21 0.45 1.28
H 0.58 0.63 0.79
H 0.36 -1.16 0.16
O -0.99 0.56 -0.99

Summary:
energy relative to the best compared isomer or geometry (same formula, charge and spin): 4.628 eV
structure (SMILES): C=C/C=C/CN.O
E: -8897.06932 eV
largest force on an atom: 3.88 eV Å⁻¹
E_HOMO: -7.73 eV

(5)
ORCA calculation (ωB97M-V with the def2-TZVPD basis set) on one molecule with the formula C5H11NO at a distorted geometry.

Element x y z (Å)
C (-1.2129, 1.4476, 1.2242)
C (-0.6329, 1.1440, -0.2904)
N (0.2312, -0.0651, -0.0671)
C (1.6646, 0.1954, 0.2467)
C (0.0345, -1.1094, -1.1334)
C (-0.2400, -2.3436, -0.2837)
O (0.0576, -3.4352, -0.6932)
H (-1.9433, 0.6340, 1.3460)
H (-0.3851, 1.3781, 1.9064)
H (-1.7079, 2.4758, 1.0531)
H (-1.4722, 0.9492, -0.9662)
H (-0.1936, 2.0782, -0.7854)
H (1.6569, 1.1228, 0.9320)
H (2.0673, -0.6682, 0.8200)
H (2.4505, 0.5290, -0.5823)
H (0.9732, -1.3162, -1.6561)
H (-0.8272, -0.7656, -1.7843)
H (-0.5208, -2.2507, 0.7138)

Atomic forces in eV per Å
C -0.73 1.09 -4.25
C 0.41 0.61 2.21
N 0.58 1.08 -2.47
C 0.25 1.98 0.44
C -0.60 1.20 1.84
C 1.18 -1.07 -3.03
O -0.14 -0.58 -0.09
H 0.20 0.55 0.48
H 0.02 0.35 0.42
H 0.62 -1.52 1.24
H 0.08 -0.52 0.37
H 0.25 -1.22 0.92
H 0.13 -1.55 -0.72
H -0.12 0.59 -0.48
H -1.90 -0.99 1.00
H -0.39 0.12 -0.44
H 1.16 -0.90 0.51
H -1.00 0.78 2.06

Summary:
energy relative to the best compared isomer or geometry (same formula, charge and spin): 3.015 eV
structure (SMILES): CCN(C)CC=O
E: -8898.68240 eV
largest force on an atom: 4.45 eV Å⁻¹
E_HOMO: -8.87 eV

(6)
ORCA calculation (ωB97M-V with the def2-TZVPD basis set) on one molecule with the formula C5H11NO.

Element x y z (Å)
C (-2.1407, -0.2210, -1.1953)
C (-1.2675, -0.1394, 0.0676)
C (0.2547, 0.0753, -0.0845)
C (0.6576, 1.4342, 0.5604)
N (1.0259, -1.0127, 0.5173)
C (2.3764, -1.0346, 0.3858)
O (3.0022, -0.3106, -0.3661)
H (-1.8349, 0.5282, -1.9327)
H (-2.1426, -1.1958, -1.6977)
H (-3.1812, 0.0017, -0.9293)
H (-1.5309, 0.7688, 0.6010)
H (-1.5131, -0.9741, 0.7406)
H (0.5318, 0.0931, -1.1440)
H (0.0419, 2.2771, 0.2125)
H (0.5487, 1.4031, 1.6550)
H (1.6989, 1.6688, 0.3361)
H (0.6027, -1.5835, 1.2354)
H (2.8702, -1.7786, 1.0379)

Atomic forces in eV per Å
C 0.08 0.08 -0.02
C -0.01 0.20 0.18
C -0.05 0.31 -0.07
C 0.11 -0.08 -0.07
N 0.11 0.11 0.04
C 0.08 0.06 -0.09
O -0.14 -0.27 0.23
H 0.01 -0.06 0.09
H 0.22 0.13 0.21
H 0.18 -0.08 -0.04
H -0.71 -0.06 0.17
H 0.22 0.11 -0.16
H -0.05 0.08 0.11
H 0.07 -0.39 -0.14
H -0.05 -0.19 -0.25
H -0.07 -0.06 0.02
H 0.08 0.14 -0.11
H -0.08 -0.02 -0.12

Summary:
energy relative to the best compared isomer or geometry (same formula, charge and spin): 0.558 eV
structure (SMILES): CC[C@@H](C)NC=O
E: -8901.13951 eV
largest force on an atom: 0.74 eV Å⁻¹
E_HOMO: -9.69 eV

(7)
ORCA calculation (ωB97M-V with the def2-TZVPD basis set) on one molecule with the formula C5H11NO.

Element x y z (Å)
O (-2.7327, -0.8483, -1.0359)
C (-2.6564, -0.1367, -0.0690)
C (-1.5185, 0.8025, 0.2002)
C (-0.3599, 0.1777, 0.9808)
C (0.3948, -0.8753, 0.1765)
C (2.4021, 0.3157, -0.5837)
N (1.1282, -0.3007, -0.9226)
H (-3.4530, -0.1898, 0.7042)
H (-1.1210, 1.1528, -0.7652)
H (-1.8992, 1.6689, 0.7341)
H (-0.6444, -0.2082, 1.9620)
H (0.3291, 0.9912, 1.1961)
H (1.0493, -1.4270, 0.8691)
H (-0.2902, -1.6301, -0.2105)
H (2.9660, 0.4483, -1.5082)
H (2.2443, 1.2892, -0.1303)
H (2.9774, -0.3117, 0.1156)
H (1.1840, -0.9186, -1.7130)

Atomic forces in eV per Å
O 0.00 -0.05 -0.16
C 0.03 -0.20 0.24
C 0.06 0.31 -0.49
C 0.15 0.11 -0.08
C 0.00 -0.43 0.33
C -0.28 -0.57 -0.23
N -0.14 0.39 -0.14
H 0.06 0.06 0.02
H -0.11 -0.19 0.23
H -0.10 0.12 0.17
H -0.26 -0.14 -0.11
H 0.16 0.12 0.09
H 0.17 0.07 0.03
H -0.16 0.11 -0.11
H 0.09 0.09 0.17
H 0.07 0.17 0.09
H 0.11 0.13 -0.08
H 0.13 -0.11 0.03

Summary:
energy relative to the best compared isomer or geometry (same formula, charge and spin): 1.410 eV
structure (SMILES): CNCCCC=O
E: -8900.28726 eV
largest force on an atom: 0.67 eV Å⁻¹
E_HOMO: -8.74 eV

(8)
ORCA calculation (ωB97M-V with the def2-TZVPD basis set) on one molecule with the formula C5H11NO.

Element x y z (Å)
C (0.9722, -0.2173, -1.3332)
C (0.0375, -0.6679, -0.2074)
C (0.6635, -1.3416, 1.0104)
N (-0.7913, 0.4502, 0.2114)
C (0.0367, 1.5154, 0.7873)
C (-2.0306, 0.4391, -0.3907)
O (-2.3639, -0.4139, -1.2007)
H (1.9004, 0.2557, -0.9906)
H (1.2279, -1.0727, -1.9581)
H (0.4380, 0.5091, -1.9590)
H (-0.6645, -1.3631, -0.6517)
H (-0.0654, -1.3493, 1.8312)
H (0.8972, -2.3769, 0.7556)
H (1.5771, -0.8597, 1.3788)
H (1.0772, 1.1688, 0.7306)
H (0.0146, 2.4450, 0.2153)
H (-0.1496, 1.6969, 1.8480)
H (-2.7770, 1.1823, -0.0774)

Atomic forces in eV per Å
C 0.12 -0.12 -0.09
C 0.10 -0.32 -0.15
C 0.11 -0.11 0.00
N -0.03 -0.20 -0.29
C -0.20 0.17 0.06
C 0.15 0.09 0.06
O -0.14 0.44 0.35
H -0.13 -0.15 0.02
H 0.16 0.04 -0.02
H 0.13 -0.24 0.04
H 0.10 -0.19 0.03
H 0.15 -0.08 -0.19
H 0.15 0.04 0.11
H -0.11 -0.04 -0.14
H -0.41 0.17 0.04
H -0.30 0.01 0.12
H -0.30 0.10 -0.13
H 0.43 0.38 0.17

Summary:
energy relative to the best compared isomer or geometry (same formula, charge and spin): 1.073 eV
structure (SMILES): CC(C)N(C)C=O
E: -8900.62463 eV
largest force on an atom: 0.60 eV Å⁻¹
E_HOMO: -9.29 eV

(9)
ORCA calculation (ωB97M-V with the def2-TZVPD basis set) on one molecule with the formula C5H11NO.

Element x y z (Å)
C (-2.1328, 0.1826, -1.0388)
C (-1.5113, -0.2688, 0.2934)
N (-0.0145, -0.1095, 0.3736)
C (0.5266, 0.0689, 1.7166)
C (0.8002, -0.1266, -0.7307)
O (0.3909, -0.2930, -1.8752)
C (2.3058, 0.0662, -0.6030)
H (-2.6480, 1.1463, -0.9820)
H (-2.8099, -0.5665, -1.4634)
H (-1.2894, 0.2372, -1.7305)
H (-1.7568, -1.3217, 0.4954)
H (-1.9176, 0.3116, 1.1329)
H (0.1429, -0.7003, 2.3988)
H (1.6173, -0.0054, 1.7315)
H (0.2561, 1.0507, 2.1263)
H (2.6759, -0.0912, -1.6186)
H (2.7839, -0.6581, 0.0607)
H (2.5807, 1.0774, -0.2870)

Atomic forces in eV per Å
C 0.22 0.05 -0.12
C 0.40 -0.02 0.08
N -0.03 0.08 -0.32
C -0.02 0.03 0.04
C -0.05 -0.08 -0.16
O 0.33 -0.35 0.17
C 0.06 0.00 0.08
H 0.09 -0.18 0.15
H 0.00 0.13 0.33
H -0.80 0.30 -0.08
H 0.17 0.17 -0.02
H 0.15 -0.13 -0.16
H -0.03 0.09 -0.18
H -0.30 0.01 -0.14
H -0.03 -0.13 -0.06
H 0.02 0.06 0.26
H -0.07 0.09 0.01
H -0.11 -0.13 0.10

Summary:
energy relative to the best compared isomer or geometry (same formula, charge and spin): 0.973 eV
structure (SMILES): CCN(C)C(C)=O
E: -8900.72479 eV
largest force on an atom: 0.86 eV Å⁻¹
E_HOMO: -9.15 eV

(10)
ORCA calculation (ωB97M-V with the def2-TZVPD basis set) on a 2-piece molecular cluster, C5H11NO overall at a distorted geometry.

Element x y z (Å)
C (2.2180, 0.1110, 0.6251)
O (2.5951, 0.4840, -0.5147)
H (1.2032, 0.4567, -1.6072)
H (2.2932, -0.9546, 0.9051)
H (2.3183, 0.7967, 1.4861)
H (0.7044, 0.1231, 0.5122)
C (-1.3487, 1.1349, 0.4005)
C (-0.3247, 0.2756, -0.3162)
C (-0.7153, -1.1359, -0.5724)
C (-1.2809, -1.9651, 0.2954)
N (0.2555, 0.8799, -1.4301)
H (0.4569, 1.8619, -1.2697)
H (-0.4586, -1.4995, -1.5575)
H (-1.6296, 0.6996, 1.3567)
H (-0.9513, 2.1311, 0.5906)
H (-2.2398, 1.2339, -0.2197)
H (-1.5633, -1.6545, 1.2943)
H (-1.5325, -2.9786, 0.0217)

Atomic forces in eV per Å
C 1.62 0.26 -1.04
O -0.20 -0.38 1.31
H -0.94 0.30 -0.04
H -0.43 0.01 -0.14
H -0.40 0.08 -0.14
H -1.75 0.20 -0.56
C 0.17 -0.04 0.04
C 1.47 0.07 1.27
C -0.03 -0.49 0.06
C -0.19 0.25 -0.04
N 0.73 -0.12 -0.57
H -0.20 -0.03 0.02
H 0.03 -0.04 -0.16
H -0.05 -0.04 -0.01
H 0.05 0.04 0.00
H -0.02 -0.04 0.00
H 0.06 0.02 0.04
H 0.07 -0.07 -0.04

Summary:
energy relative to the best compared isomer or geometry (same formula, charge and spin): 3.359 eV
structure (SMILES): C=C[C@H](C)N.C=O
E: -8898.33793 eV
largest force on an atom: 1.95 eV Å⁻¹
E_HOMO: -9.22 eV